# C32H93N7O11

A cluster of 11 separate species, C32H93N7O11 in total (ωB97M-V/def2-TZVPD, OMol25).

```
143
C32H93N7O11 (ωB97M-V/def2-TZVPD)
O 1.65 3.56 2.57
O -2.20 4.05 5.91
O -1.59 -0.14 1.58
O 2.95 -4.24 -6.31
O 1.48 -3.90 0.67
O -3.61 -2.11 8.78
O 1.21 5.66 -2.34
O -3.16 -4.66 1.04
O 0.73 2.33 -6.04
O 4.27 0.36 3.92
O 3.09 0.43 -2.15
N 1.79 2.94 -2.79
N 0.94 -1.36 -0.74
N -1.15 -0.93 -5.88
N -1.23 2.67 2.60
N -4.67 -2.90 -0.88
N -3.87 -0.60 5.40
N 3.42 -2.60 -3.04
C 0.92 3.34 -6.98
C -1.14 -1.11 0.64
C -2.71 -0.52 2.38
C 0.04 1.18 -6.58
C -4.36 -4.65 -2.51
C -0.12 0.86 -0.60
C -2.93 -4.60 -0.38
C 4.06 0.36 -1.10
C -3.94 -1.12 7.83
C -1.83 -1.51 6.46
C 2.24 -3.93 1.86
C -0.60 1.92 4.80
C -1.65 2.72 4.00
C 0.48 6.84 -2.55
C 3.37 -4.12 -4.96
C 0.15 -0.47 0.13
C -0.42 0.27 -5.44
C -4.17 -1.83 10.02
C 3.04 -2.72 -4.45
C -2.28 5.33 6.47
C 3.32 -5.49 -6.86
C 2.79 4.03 -2.99
C 2.87 0.26 3.72
C -1.88 4.12 4.54
C 1.81 3.77 1.19
C -3.35 -1.47 6.48
C -1.96 -5.07 1.67
C 0.75 -0.12 -4.53
C 2.11 5.33 -3.38
C 3.81 3.54 -3.99
C -4.31 -4.34 -1.00
C 3.87 -1.71 -5.24
H 2.63 -2.94 2.11
H 0.70 3.51 2.78
H 3.17 4.21 -1.97
H 3.18 -1.68 -2.68
H -5.62 -2.71 -0.57
H -5.27 -1.78 10.04
H 1.45 -0.48 -5.29
H -0.30 0.73 -1.66
H 4.41 -5.55 -7.01
H 0.17 6.85 -3.61
H -2.68 5.25 7.48
H 2.42 0.97 4.42
H 2.54 0.51 2.72
H -2.67 -5.60 -0.73
H 1.04 3.17 0.68
H -1.33 5.87 6.58
H -3.86 -0.85 10.42
H 4.47 -4.18 -4.98
H 1.45 2.74 -3.74
H 1.96 -2.61 -4.54
H -0.85 1.54 -7.11
H -2.67 4.64 3.98
H 0.73 -0.19 1.01
H 2.92 -4.88 -4.31
H 2.57 -0.75 4.02
H 4.65 1.29 -1.01
H -5.03 -1.09 7.79
H 1.57 4.78 0.85
H -4.83 -0.87 5.21
H 2.99 -6.41 -6.36
H -0.89 1.51 -0.18
H -0.45 6.80 -1.99
H 1.61 -4.35 2.65
H 1.40 -3.02 0.26
H 2.87 -5.49 -7.85
H -0.96 1.76 5.82
H -5.39 -4.60 -2.85
H -1.42 -0.53 6.72
H 1.98 3.52 -7.17
H -1.00 4.76 4.36
H -1.11 0.92 -4.89
H -1.43 -5.95 1.30
H -3.60 -0.09 8.04
H 2.76 6.20 -3.52
H -1.43 -2.16 7.24
H -2.22 -3.79 -0.60
H -2.26 -5.43 2.66
H 1.00 3.43 -2.38
H 4.58 4.27 -4.23
H 4.50 1.01 4.59
H -3.93 -5.62 -2.76
H -3.71 -2.46 6.17
H 4.81 -0.38 -1.36
H 2.85 -3.19 -2.44
H 2.76 3.36 0.85
H -1.00 -2.06 1.17
H -1.95 3.14 2.05
H 0.36 2.43 4.94
H -2.60 2.17 4.08
H 4.93 -1.77 -5.00
H 1.51 5.06 -4.27
H 3.38 3.36 -4.98
H -3.13 0.36 2.86
H -1.56 -1.25 -5.01
H -1.29 -4.21 1.78
H 1.27 0.67 -4.00
H -3.73 -3.94 -3.05
H -1.24 1.69 2.30
H 3.65 -1.86 -6.30
H -1.88 -1.29 -0.15
H 0.83 1.38 -0.42
H 1.04 7.76 -2.40
H 3.13 -4.54 1.70
H -3.89 0.34 5.78
H -1.97 -0.69 -6.43
H 0.35 -1.42 -1.58
H -4.13 -2.57 -0.08
H -2.33 -1.16 3.18
H 3.53 -0.71 -4.96
H 0.55 -0.97 -3.88
H -1.42 -1.81 5.50
H -3.51 -1.02 1.83
H 0.56 4.30 -6.59
H 0.78 0.73 -7.23
H 1.65 -0.77 -1.21
H -0.46 0.99 4.27
H 3.54 0.24 -0.14
H 2.84 1.38 -2.20
H -2.96 6.01 5.95
H 0.39 3.23 -7.93
H -3.84 -2.52 10.79
H -5.02 -4.95 -0.43
H 4.38 2.62 -3.82
```

SMILES: COC[C@H](C)N.COC[C@H](C)N.COC[C@H](C)N.COC[C@H](C)N.COC[C@H](C)N.COC[C@H](C)N.COC[C@H](C)N.CO.CO.CO.CO
LUMO (eV): 0.53